# 1
A structure of composition C35H40N4O3P2Pd. Source: the Open Molecules 2025 dataset; level of theory: wB97M-V/def2-TZVPD.

Each line ends with the Löwdin charge.
Cartesian coordinates (Å):
Pd: -1.35 0.42 -0.65  0.424
O: -1.27 -1.46 0.95  -0.340
P: -1.36 -0.44 2.04  0.727
C: -0.05 0.83 2.01  -0.286
P: 0.03 2.22 0.80  0.653
O: 1.04 2.07 -0.28  -0.326
C: -1.62 2.64 0.25  -0.357
C: -2.63 2.98 1.16  -0.116
C: -3.88 3.33 0.71  -0.095
C: -4.16 3.31 -0.66  -0.088
C: -3.18 2.99 -1.57  -0.085
C: -1.88 2.67 -1.13  -0.155
C: 0.54 3.61 1.89  -0.258
C: 0.01 4.88 1.70  -0.075
C: 0.48 5.96 2.46  -0.081
C: 1.48 5.76 3.40  -0.092
C: 2.02 4.50 3.58  -0.087
C: 1.56 3.43 2.83  -0.090
C: -1.01 -1.27 3.63  -0.261
C: -1.09 -2.66 3.62  -0.086
C: -0.85 -3.40 4.77  -0.076
C: -0.53 -2.75 5.95  -0.084
C: -0.45 -1.36 5.98  -0.080
C: -0.68 -0.63 4.83  -0.097
C: -3.06 0.15 2.24  -0.276
C: -3.54 0.65 3.45  -0.082
C: -4.87 1.02 3.59  -0.080
C: -5.74 0.86 2.51  -0.088
C: -5.27 0.35 1.31  -0.078
C: -3.94 -0.01 1.17  -0.085
H: 0.83 0.22 1.75  0.067
H: 0.12 1.19 3.03  0.039
H: -2.42 3.00 2.22  0.113
H: -4.65 3.62 1.42  0.104
H: -5.16 3.58 -1.01  0.100
H: -3.39 3.00 -2.63  0.102
H: -1.08 2.57 -1.85  0.092
H: -0.77 5.04 0.97  0.106
H: 0.05 6.94 2.30  0.102
H: 1.84 6.60 3.98  0.100
H: 2.81 4.35 4.30  0.101
H: 2.01 2.45 2.96  0.103
H: -1.33 -3.15 2.68  0.101
H: -0.92 -4.48 4.74  0.105
H: -0.35 -3.32 6.85  0.103
H: -0.19 -0.85 6.90  0.104
H: -0.61 0.45 4.87  0.098
H: -2.87 0.75 4.31  0.096
H: -5.23 1.41 4.53  0.103
H: -6.78 1.14 2.62  0.103
H: -5.95 0.23 0.48  0.107
H: -3.57 -0.40 0.23  0.089
C: 3.16 -0.68 0.22  -0.040
N: 2.27 -1.82 0.42  -0.088
C: 2.81 -2.99 1.07  -0.169
C: 1.67 -3.89 1.49  -0.149
C: 0.83 -4.25 0.28  -0.159
N: 0.50 -3.06 -0.49  -0.091
C: -0.68 -3.10 -1.33  -0.053
C: 1.21 -1.91 -0.46  -0.502
O: 0.94 -0.96 -1.18  -0.004
H: 3.89 -0.66 1.03  0.084
H: 2.59 0.25 0.21  0.058
H: 3.69 -0.74 -0.74  0.095
H: 3.39 -2.67 1.94  0.118
H: 3.50 -3.54 0.41  0.128
H: 1.05 -3.36 2.22  0.096
H: 2.05 -4.80 1.96  0.117
H: -0.10 -4.72 0.60  0.118
H: 1.35 -4.98 -0.35  0.123
H: -0.54 -3.71 -2.22  0.091
H: -0.94 -2.08 -1.58  0.048
H: -1.51 -3.51 -0.74  0.084
C: 0.38 0.53 -3.66  -0.015
C: -1.06 0.22 -3.84  -0.372
N: -1.97 0.13 -2.90  0.038
C: -3.16 -0.16 -3.52  -0.143
C: -2.97 -0.26 -4.86  -0.103
N: -1.63 -0.02 -5.05  0.089
H: 0.57 0.82 -2.63  0.042
H: 0.68 1.35 -4.33  0.083
H: 1.01 -0.33 -3.87  0.083
H: -4.07 -0.28 -2.96  0.098
H: -3.65 -0.46 -5.67  0.102
H: -1.16 0.01 -5.94  0.153

frontier orbital gap: 7.1718 eV
net charge: 0
E_LUMO: 0.0258 Ha
HOMO energy: -6.47 eV


# 2
The molecule C6H10. Source: the Open Molecules 2025 dataset; level of theory: wB97M-V/def2-TZVPD.

Each line ends with the natural charge from an NBO analysis.
Cartesian coordinates (Å):
C: -0.52 -0.11 -1.38  -0.607
C: -0.71 -0.04 0.13  -0.298
C: -1.17 -1.40 0.69  -0.593
C: 0.43 0.45 0.98  0.089
C: 1.61 1.07 0.68  -0.443
C: 1.97 1.41 -0.66  -0.143
H: -1.45 -0.47 -1.83  0.198
H: 0.28 -0.80 -1.64  0.217
H: -0.25 0.86 -1.81  0.246
H: -1.52 0.68 0.35  0.230
H: -1.38 -1.35 1.77  0.206
H: -2.09 -1.72 0.19  0.217
H: -0.41 -2.16 0.52  0.210
H: 2.22 1.33 1.56  0.184
H: 0.24 0.29 2.04  0.187
H: 2.87 2.07 -0.58  0.100

frontier orbital gap (alpha / beta): 7.4030 / 7.3760 eV
net charge: 0
E_LUMO (alpha / beta): -0.0270 / -0.0269 Ha
HOMO energy (alpha / beta): -8.14 / -8.11 eV


# 3
A cluster of 2 separate species, C30H51N2O6P in total in a non-equilibrium geometry. Source: the Open Molecules 2025 dataset; level of theory: wB97M-V/def2-TZVPD.

Each line ends with the Löwdin charge.
Cartesian coordinates (Å):
C: 4.03 -0.11 4.03  0.028
C: 4.35 0.01 2.65  -0.079
C: 4.48 0.18 1.03  -0.071
C: 4.50 -1.23 0.13  -0.184
C: 4.43 -2.73 0.79  -0.228
C: 3.50 -3.81 -0.03  -0.238
C: 2.01 -3.17 -0.28  -0.217
C: 0.89 -4.21 0.38  -0.222
C: -0.52 -3.90 -0.41  -0.228
C: -1.49 -3.08 0.66  -0.198
C: -3.05 -3.32 0.12  -0.223
C: -3.44 -2.02 -0.83  -0.209
C: -5.02 -2.02 -1.30  -0.223
C: -6.07 -2.58 -0.17  -0.232
C: -6.16 -1.41 1.01  -0.203
C: -7.44 -0.44 0.54  -0.235
C: -7.53 0.85 1.55  -0.214
C: -6.71 2.09 0.81  -0.220
C: -7.51 2.68 -0.51  -0.278
C: -6.94 4.22 -0.82  -0.157
C: 4.58 -1.03 -1.50  0.012
C: 4.63 0.52 -2.10  -0.244
N: 4.67 0.66 -3.61  -0.092
C: 3.30 0.63 -4.24  -0.265
C: 2.04 0.69 -3.19  -0.238
C: 0.58 0.78 -4.00  -0.155
N: 4.64 1.73 -1.20  0.023
C: 4.57 1.67 0.34  -0.072
C: 4.54 3.11 1.11  -0.141
C: 5.48 3.22 2.44  -0.196
C: 7.09 2.94 2.17  -0.105
C: 7.58 1.43 2.68  -0.273
O: 7.92 0.51 1.77  -0.067
O: 7.66 1.12 4.15  -0.053
H: 3.62 -0.14 5.15  0.042
H: 5.54 -3.16 0.75  0.097
H: 4.11 -2.71 1.92  0.100
H: 3.36 -4.75 0.68  0.096
H: 3.97 -4.22 -1.02  0.097
H: 1.81 -2.95 -1.43  0.101
H: 1.85 -2.13 0.28  0.131
H: 1.17 -5.34 0.26  0.098
H: 0.76 -3.90 1.52  0.115
H: -0.99 -4.92 -0.75  0.095
H: -0.37 -3.26 -1.39  0.105
H: -1.21 -1.93 0.71  0.137
H: -1.42 -3.61 1.70  0.100
H: -3.71 -3.43 1.08  0.097
H: -3.09 -4.30 -0.53  0.106
H: -3.09 -1.02 -0.30  0.121
H: -2.79 -2.12 -1.81  0.112
H: -5.20 -2.57 -2.31  0.103
H: -5.30 -0.87 -1.47  0.106
H: -5.82 -3.64 0.25  0.094
H: -7.13 -2.66 -0.68  0.099
H: -6.30 -1.86 2.08  0.110
H: -5.20 -0.71 0.94  0.117
H: -8.43 -1.07 0.45  0.103
H: -7.16 -0.09 -0.57  0.097
H: -8.67 1.08 1.71  0.100
H: -6.94 0.56 2.53  0.108
H: -6.45 2.94 1.58  0.114
H: -5.70 1.62 0.40  0.124
H: -7.31 2.04 -1.49  0.101
H: -8.68 2.77 -0.28  0.105
H: -7.60 4.77 -1.61  0.065
H: -5.81 4.06 -1.18  0.096
H: -6.92 4.75 0.24  0.078
H: 4.57 -1.95 -2.26  0.088
H: 5.24 -0.11 -4.06  0.099
H: 3.14 -0.35 -4.91  0.114
H: 3.15 1.55 -4.99  0.108
H: 2.06 1.63 -2.48  0.123
H: 1.96 -0.30 -2.55  0.102
H: 0.71 1.01 -5.15  0.060
H: 0.03 -0.27 -3.90  0.061
H: -0.15 1.56 -3.47  0.085
H: 4.68 2.68 -1.65  0.129
H: 3.41 3.44 1.30  0.120
H: 4.96 3.92 0.34  0.118
H: 5.42 4.36 2.80  0.122
H: 5.09 2.60 3.38  0.112
H: 7.67 3.70 2.89  0.114
H: 7.45 3.19 1.09  0.125
H: 7.98 0.16 4.27  0.121
O: -0.86 5.23 1.65  -0.358
P: 0.42 4.39 1.56  -0.191
O: 1.64 5.32 1.41  -0.357
O: 0.34 3.46 0.34  -0.339
O: 0.58 3.55 2.83  -0.333

frontier orbital gap: 2.3004 eV
net charge: -2
E_LUMO: 0.1158 Ha
HOMO energy: 0.85 eV


# 4
The molecule C2HN3O2 in a non-equilibrium geometry. Source: the Open Molecules 2025 dataset; level of theory: wB97M-V/def2-TZVPD.

Each line ends with the natural charge from an NBO analysis.
Cartesian coordinates (Å):
O: 2.17 -0.65 -0.12  -0.437
C: 1.44 0.28 0.02  0.372
C: -0.01 0.03 0.04  0.361
N: -0.89 0.96 -0.08  -0.274
N: -2.06 0.22 -0.06  -0.039
N: -1.87 -1.01 -0.05  0.119
O: -0.49 -1.19 0.04  -0.259
H: 1.71 1.38 0.21  0.156

frontier orbital gap: 10.3859 eV
net charge: 0
E_LUMO: -0.0394 Ha
HOMO energy: -11.46 eV


# 5
The molecule C5H6O3 in a non-equilibrium geometry. Source: the Open Molecules 2025 dataset; level of theory: wB97M-V/def2-TZVPD.

Each line ends with the natural charge from an NBO analysis.
Cartesian coordinates (Å):
C: 1.49 2.36 -0.01  -0.175
C: 0.62 1.54 0.21  -0.096
C: -0.51 0.66 0.71  0.297
O: -1.44 0.24 -0.26  -0.525
C: -1.04 -0.84 -1.12  0.191
O: -0.80 -1.97 -0.20  -0.525
C: 0.28 -1.30 0.50  0.188
O: -0.04 -0.47 1.41  -0.494
H: 2.38 2.76 -0.30  0.228
H: -1.00 1.29 1.41  0.216
H: -0.01 -0.61 -1.54  0.173
H: -1.90 -1.01 -1.72  0.199
H: 1.04 -0.57 -0.19  0.135
H: 0.93 -2.08 1.10  0.187

frontier orbital gap: 11.4376 eV
net charge: 0
E_LUMO: 0.0333 Ha
HOMO energy: -10.53 eV


# 6
The molecule C2H2N2O3S in a non-equilibrium geometry. Source: the Open Molecules 2025 dataset; level of theory: wB97M-V/def2-TZVPD.

Each line ends with the natural charge from an NBO analysis.
Cartesian coordinates (Å):
O: -2.52 0.46 1.22  -0.524
C: -1.30 0.51 1.30  0.544
N: -0.60 0.09 0.15  -0.472
N: 0.71 0.30 0.10  -0.558
S: 1.20 1.91 0.56  0.661
O: 0.55 1.75 2.29  -0.601
C: -0.46 0.93 2.46  0.661
O: -0.69 0.46 3.53  -0.492
H: -1.16 -0.28 -0.58  0.410
H: 1.17 -0.35 0.78  0.371

frontier orbital gap: 9.7219 eV
net charge: 0
E_LUMO: -0.0299 Ha
HOMO energy: -10.54 eV


# 7
A structure of composition C6H8N2 in a non-equilibrium geometry. Source: the Open Molecules 2025 dataset; level of theory: wB97M-V/def2-TZVPD.

Each line ends with the natural charge from an NBO analysis.
Cartesian coordinates (Å):
C: 0.12 -0.47 -1.52  -0.615
C: -1.06 -0.24 0.76  0.500
N: -1.64 -1.44 0.67  -0.775
C: -0.33 0.41 -0.38  -0.335
C: 2.11 1.19 0.38  -0.316
N: -1.17 0.57 1.86  -0.502
C: 0.12 0.89 1.89  0.033
C: 0.81 1.04 0.61  -0.112
H: -2.02 -1.85 1.51  0.415
H: -2.05 -1.75 -0.21  0.410
H: -0.91 1.27 -0.74  0.239
H: 0.67 -1.33 -1.14  0.218
H: -0.74 -0.82 -2.10  0.202
H: 0.77 0.09 -2.18  0.225
H: 2.79 1.33 1.20  0.218
H: 2.54 1.11 -0.60  0.194

frontier orbital gap (alpha / beta): 7.1112 / 7.1118 eV
net charge: 0
E_LUMO (alpha / beta): 0.0192 / 0.0192 Ha
HOMO energy (alpha / beta): -6.59 / -6.59 eV


# 8
The molecule C4H8N2S in a non-equilibrium geometry. Source: the Open Molecules 2025 dataset; level of theory: wB97M-V/def2-TZVPD.

Each line ends with the natural charge from an NBO analysis.
Cartesian coordinates (Å):
H: -2.87 0.08 0.45  0.333
N: -2.54 -0.89 0.35  -0.672
C: -1.34 -1.01 -0.08  0.284
N: -0.42 0.00 -0.34  -0.604
C: -0.68 1.32 -0.01  -0.005
C: 0.20 2.30 0.12  -0.460
S: 1.17 -0.48 -0.66  0.429
C: 1.88 -0.74 0.96  -0.792
H: -0.92 -1.98 -0.29  0.182
H: -1.77 1.54 0.17  0.197
H: -0.15 3.25 0.39  0.209
H: 1.23 2.14 0.01  0.205
H: 2.99 -1.02 0.77  0.244
H: 1.83 0.14 1.61  0.229
H: 1.38 -1.58 1.47  0.223

frontier orbital gap: 9.5280 eV
net charge: 0
E_LUMO: 0.0266 Ha
HOMO energy: -8.81 eV


Relative energy (zero: lowest compared OMol25 entry of this formula, charge and spin) (kJ/mol)
0.0, 386.6, 2039.6, 353.7, 456.1, 244.3, 409.7, 199.1
Electronic energy (eV)
-71107.4438, -6379.8526, -56467.3064, -10652.3346, -11419.6850, -22061.8680, -9327.4615, -18091.6785